Entry 1:
{"formula": "C7H10N2O2", "method": "ωB97M-V/def2-TZVPD", "elements": ["C", "C", "C", "O", "C", "N", "H", "H", "H", "C", "C", "N", "O", "C", "H", "H", "H", "H", "H", "H", "H"], "coordinates": [[4.48542, 1.45755, -0.08713], [3.30993, 0.93038, -0.42787], [2.98383, -0.45760, -0.03960], [3.71402, -1.19440, 0.58955], [1.65693, -0.93861, -0.46979], [0.60686, -1.31258, -0.81393], [4.76372, 2.47810, -0.36166], [5.21123, 0.87259, 0.48059], [2.56265, 1.48280, -0.99034], [-5.21934, -0.07284, -0.43334], [-3.78595, -0.13128, 0.02413], [-3.11126, 0.94871, 0.03115], [-1.80381, 0.92902, 0.44219], [-1.24232, -0.30110, 0.85286], [-5.28756, 0.29227, -1.46663], [-5.68819, -1.06104, -0.38636], [-5.80527, 0.60890, 0.19784], [-3.38266, -1.10469, 0.33451], [-1.77029, -0.71943, 1.72415], [-1.26725, -1.03706, 0.04767], [-0.21821, -0.06125, 1.13016]], "forces_ev_per_a": [[0.079, 0.073, -0.006], [0.173, 0.245, -0.029], [0.696, -0.278, 0.487], [-0.516, 0.374, -0.387], [-2.059, -0.890, -0.811], [2.754, 0.432, 0.098], [-0.177, -0.369, 0.081], [-0.231, 0.126, -0.161], [0.091, -0.062, 0.067], [-0.216, 0.100, -0.054], [0.182, -0.078, 0.092], [-0.330, -0.361, -0.053], [0.148, 0.261, 0.069], [-0.682, -0.164, 0.467], [0.034, -0.096, 0.256], [0.135, 0.174, -0.014], [0.174, -0.157, -0.155], [-0.093, 0.395, -0.109], [0.056, 0.171, -0.028], [-0.001, 0.159, 0.215], [-0.218, -0.056, -0.026]], "mulliken_charge": [-0.572, -0.326, 0.726, -0.497, 0.205, -0.441, 0.267, 0.275, 0.320, -0.866, 0.147, -0.402, -0.177, -0.768, 0.240, 0.310, 0.245, 0.340, 0.355, 0.469, 0.152], "fmax_ev_per_a": 2.8, "homo_ev": -9.32, "e_tot_ev": -14492.0705, "charge": 0, "homo_lumo_gap_ev": 8.09, "relative_energy_kj_mol": 481.1}

***

Entry 2:
{"formula": "C3H5FN3", "method": "ωB97M-V/def2-TZVPD", "elements": ["F", "C", "N", "C", "N", "C", "N", "H", "H", "H", "H", "H"], "coordinates": [[1.98472, -1.14488, -0.33760], [1.39775, 0.06051, -0.10767], [0.86464, 0.28804, 1.18482], [-0.29852, -0.09185, 1.49445], [-1.20779, -0.55170, 0.46502], [-0.90835, -0.21134, -0.82158], [0.21239, 0.31691, -1.15778], [2.38273, 0.92324, -0.36898], [-0.68191, 0.17346, 2.41843], [-2.16884, -0.61978, 0.69474], [-1.79115, 0.07423, -1.46171], [0.21435, 0.78317, -2.00215]], "forces_ev_per_a": [[-1.387, 0.589, 0.403], [3.079, 3.678, -2.246], [0.636, -0.873, -0.006], [0.367, 0.036, -3.671], [2.129, 0.453, -0.220], [-2.918, 2.145, 1.078], [1.822, -2.926, 3.670], [-3.524, -2.506, 0.779], [-1.021, -0.124, 1.837], [-0.939, -0.424, 0.157], [0.875, -1.196, 0.421], [0.881, 1.147, -2.203]], "mulliken_charge": [-0.222, 0.270, -0.341, -0.093, -0.156, 0.001, -0.079, 0.346, 0.404, 0.306, 0.336, 0.229], "fmax_ev_per_a": 5.3, "homo_ev": -15.61, "e_tot_ev": -10371.2147, "charge": 1, "homo_lumo_gap_ev": 10.67, "relative_energy_kj_mol": 83.8}

***

Entry 3:
{"formula": "C32H46Br2N4OPSSm", "method": "ωB97M-V/def2-TZVPD", "elements": ["Sm", "N", "C", "S", "N", "N", "C", "C", "C", "C", "C", "C", "C", "C", "C", "C", "C", "C", "N", "H", "H", "H", "H", "H", "H", "H", "H", "H", "H", "H", "Br", "C", "Br", "H", "H", "O", "P", "C", "C", "C", "C", "C", "C", "C", "C", "C", "C", "C", "C", "C", "C", "C", "C", "C", "C", "H", "H", "H", "H", "H", "H", "H", "H", "H", "H", "H", "H", "H", "H", "H", "H", "H", "H", "H", "H", "H", "H", "H", "H", "H", "H", "H", "H", "H", "H", "H", "H", "H"], "coordinates": [[0.75027, -0.22676, 1.22581], [-0.78380, -4.41458, 2.35720], [-0.04763, -3.29819, 2.20021], [-0.81586, -1.79566, 2.70568], [1.15156, -3.48521, 1.70939], [1.83558, -2.34919, 1.32372], [3.11622, -2.33567, 1.50737], [3.89509, -3.34413, 2.25765], [3.79261, -4.71007, 2.00065], [4.55613, -5.60600, 2.73069], [5.40064, -5.15363, 3.73548], [5.50117, -3.79511, 4.00105], [4.76397, -2.89259, 3.25218], [3.85861, -1.19324, 0.87898], [5.21164, -1.29037, 0.59708], [5.84097, -0.23953, -0.05721], [5.10946, 0.88344, -0.40433], [3.76362, 0.90854, -0.08434], [3.14771, -0.10153, 0.53384], [-1.60942, -4.39581, 2.92945], [-0.34085, -5.30112, 2.17634], [3.12314, -5.06823, 1.23345], [4.48545, -6.66385, 2.51926], [5.98477, -5.86009, 4.30895], [6.15799, -3.43985, 4.78264], [4.86222, -1.83161, 3.45321], [5.75742, -2.17976, 0.87370], [6.89428, -0.30295, -0.29417], [5.56076, 1.72187, -0.91400], [3.15677, 1.77361, -0.32970], [2.22367, -0.01278, 4.11940], [2.22545, 1.90891, 4.13997], [1.63014, 2.61234, 2.43940], [3.23298, 2.26140, 4.32175], [1.51624, 2.24050, 4.88800], [-0.87320, 1.14398, 0.80242], [-1.66448, 1.44201, -0.51893], [-0.76162, 0.43714, -1.72976], [-1.10096, 0.61508, -3.23133], [-0.53065, -0.53744, -4.07044], [0.79464, -1.02788, -3.50106], [0.59347, -1.63989, -2.10377], [-0.65067, -1.06666, -1.41555], [-3.43656, 1.19105, -0.23267], [-4.33787, 0.99354, -1.47135], [-4.41488, -0.45036, -1.95222], [-4.80209, -1.39965, -0.82509], [-3.84584, -1.27371, 0.35375], [-3.76640, 0.15847, 0.86396], [-1.37187, 3.16803, -0.94744], [-1.60260, 4.08392, 0.27547], [-1.65775, 5.53672, -0.18518], [-2.90302, 5.79544, -1.04520], [-3.33850, 4.53937, -1.81059], [-2.12953, 3.69535, -2.19983], [0.24882, 0.87121, -1.59102], [-0.68574, 1.56521, -3.57226], [-2.18024, 0.67439, -3.37416], [-0.40906, -0.20368, -5.10011], [-1.24448, -1.36449, -4.10563], [1.49615, -0.18924, -3.45087], [1.25323, -1.76131, -4.16250], [1.48753, -1.44724, -1.48977], [0.50435, -2.72585, -2.15101], [-0.64829, -1.32798, -0.34394], [-1.55887, -1.56344, -1.75429], [-3.67254, 2.17835, 0.18359], [-4.06607, 1.66661, -2.28421], [-5.33958, 1.30593, -1.16142], [-3.45560, -0.76081, -2.37910], [-5.13365, -0.50987, -2.77079], [-4.83078, -2.42746, -1.18870], [-5.81754, -1.16303, -0.49217], [-2.85040, -1.62957, 0.06717], [-4.15661, -1.92176, 1.17462], [-3.06869, 0.24352, 1.69770], [-4.74672, 0.44782, 1.25496], [-0.29564, 3.18458, -1.17098], [-0.81328, 3.92288, 1.00965], [-2.53852, 3.83279, 0.78564], [-0.74830, 5.75911, -0.75115], [-1.64647, 6.20308, 0.67714], [-2.69561, 6.60118, -1.75040], [-3.72402, 6.14451, -0.41799], [-3.89574, 4.81509, -2.70621], [-4.03058, 3.94412, -1.20860], [-1.43244, 4.31503, -2.76857], [-2.41317, 2.89272, -2.87857]], "forces_ev_per_a": [[0.154, 0.516, 0.734], [-0.081, 0.101, 0.151], [0.101, -0.338, -0.120], [0.188, -0.160, -0.255], [0.049, 0.330, -0.069], [-0.004, -0.491, 0.341], [0.265, 0.063, -0.231], [-0.041, -0.048, -0.099], [-0.014, -0.009, -0.005], [0.008, 0.009, 0.012], [-0.003, 0.005, -0.009], [-0.024, -0.028, -0.034], [0.035, 0.025, 0.069], [-0.080, -0.179, 0.059], [0.040, 0.067, -0.027], [0.009, -0.037, 0.025], [-0.082, 0.010, 0.009], [0.095, -0.006, -0.008], [-0.099, -0.108, -0.010], [-0.006, 0.007, -0.018], [-0.003, -0.009, 0.018], [-0.013, 0.013, -0.012], [0.003, -0.015, -0.003], [0.004, -0.010, 0.008], [0.010, 0.010, 0.010], [-0.023, 0.009, -0.015], [0.003, -0.003, 0.001], [0.011, -0.003, -0.006], [0.017, 0.004, -0.003], [-0.004, -0.009, 0.003], [-0.032, -0.110, -0.088], [0.051, 0.092, 0.068], [-0.040, 0.072, -0.015], [-0.036, 0.009, 0.004], [0.059, 0.013, 0.011], [-0.607, 0.384, -0.777], [0.140, -0.074, 0.533], [0.130, -0.173, -0.304], [0.001, 0.064, 0.058], [-0.050, -0.017, -0.049], [0.050, -0.013, -0.023], [0.092, -0.009, 0.102], [-0.013, 0.088, 0.048], [-0.138, -0.044, 0.025], [-0.014, 0.060, 0.074], [0.047, -0.014, -0.066], [-0.087, -0.009, 0.000], [0.078, -0.068, 0.057], [-0.032, 0.088, -0.014], [0.078, 0.148, -0.132], [-0.041, -0.071, 0.058], [0.058, 0.029, 0.048], [-0.026, 0.041, -0.023], [-0.051, -0.004, -0.037], [0.061, -0.016, 0.004], [-0.036, -0.017, -0.003], [0.007, -0.026, -0.005], [-0.001, -0.010, -0.001], [0.007, 0.004, 0.000], [0.011, -0.014, 0.017], [-0.014, 0.010, 0.007], [-0.010, 0.003, -0.009], [-0.033, -0.004, -0.013], [-0.024, 0.009, -0.038], [-0.205, -0.024, -0.022], [0.036, -0.049, -0.081], [-0.015, -0.016, 0.009], [0.056, 0.010, -0.025], [0.001, -0.015, 0.004], [0.042, -0.018, 0.018], [-0.020, -0.009, 0.018], [0.021, -0.006, -0.002], [0.004, 0.007, 0.007], [-0.005, 0.027, -0.002], [-0.028, 0.003, -0.007], [0.020, -0.014, -0.019], [0.000, -0.036, -0.006], [-0.019, -0.002, 0.015], [0.029, 0.024, -0.002], [0.006, 0.019, -0.031], [-0.001, -0.003, -0.016], [-0.008, -0.010, 0.002], [0.012, -0.001, 0.001], [-0.009, -0.022, 0.008], [0.016, 0.010, 0.000], [0.018, -0.018, 0.038], [-0.018, 0.029, 0.010], [-0.037, -0.023, 0.047]], "mulliken_charge": [0.104, -0.388, 0.594, -0.366, -1.148, 0.518, 0.171, -0.146, 0.046, -0.853, -0.423, -0.970, -0.056, 0.963, -0.838, -0.692, -1.079, -0.154, 0.565, 0.238, 0.240, 0.499, 0.424, 0.430, 0.422, 0.430, 0.612, 0.481, 0.462, 0.563, 0.031, -0.565, -0.060, 0.446, 0.427, -0.213, 1.012, 0.934, -0.952, -0.967, -0.985, -0.113, -0.722, 0.377, -1.338, -0.196, -1.277, 0.138, -1.430, -0.028, -0.606, -0.925, -0.838, -0.750, -1.025, 0.151, 0.450, 0.208, 0.562, 0.309, 0.305, 0.564, -0.196, 0.526, -0.595, 0.825, 0.519, 0.335, 0.643, -0.149, 0.476, 0.468, 0.369, -0.248, 0.409, 0.356, 0.570, 0.539, 0.191, 0.355, 0.316, 0.471, 0.294, 0.361, 0.584, 0.094, 0.494, 0.420], "fmax_ev_per_a": 1.1, "homo_ev": [-13.29, -13.30], "e_tot_ev": -220043.3026, "spin_multiplicity": 6, "charge": 2, "homo_lumo_gap_ev": [7.21, 7.42], "relative_energy_kj_mol": 6.0}

***

Entry 4:
{"formula": "C5H8FN2", "method": "ωB97M-V/def2-TZVPD", "elements": ["C", "C", "C", "C", "C", "N", "N", "F", "H", "H", "H", "H", "H", "H", "H", "H"], "coordinates": [[0.45386, -1.17438, 1.93898], [-0.93380, 0.15971, -1.50780], [1.14761, -1.39142, 0.63111], [0.78574, 1.25267, -0.11887], [-1.40960, 0.15621, -0.07805], [-0.13860, -0.87336, 2.86882], [-0.01792, 0.04953, -0.31450], [0.83547, -2.45079, -0.05529], [-1.03433, 1.14985, -2.11290], [0.77343, 1.70601, 0.84010], [1.80416, 0.98768, -0.34869], [0.46485, 2.00675, -0.72308], [-1.14708, -0.86990, -1.89893], [-2.02393, -0.63396, 0.05511], [-1.83642, 1.11727, 0.25446], [2.27656, -1.19187, 0.56953]], "forces_ev_per_a": [[1.147, -0.518, -2.229], [-0.463, -0.866, -0.274], [-1.007, 0.856, -0.109], [1.256, -1.255, 0.937], [-0.459, 3.709, -1.160], [-0.302, 0.123, 0.585], [1.888, -0.300, 0.621], [-0.123, 0.053, 0.502], [0.882, -2.234, 0.988], [-0.280, -0.331, 1.411], [0.344, 0.207, -0.310], [-0.831, 1.946, -2.082], [0.420, 1.522, -0.469], [-1.281, -2.806, 1.303], [0.670, -0.574, 0.380], [-1.860, 0.469, -0.095]], "mulliken_charge": [0.105, -0.359, 0.444, -1.149, -0.489, -0.214, 0.082, -0.149, 0.285, 0.369, 0.388, 0.460, 0.280, 0.319, 0.271, 0.355], "fmax_ev_per_a": 3.9, "homo_ev": -15.90, "e_tot_ev": -11000.3857, "charge": 1, "homo_lumo_gap_ev": 9.59, "relative_energy_kj_mol": 484.7}

***

Entry 5:
{"formula": "C10H14BN7O3Pt", "method": "ωB97M-V/def2-TZVPD", "elements": ["H", "N", "B", "N", "C", "Pt", "H", "C", "H", "C", "H", "C", "H", "H", "H", "N", "N", "N", "N", "C", "C", "H", "H", "C", "C", "C", "C", "H", "H", "H", "H", "H", "O", "N", "O", "O"], "coordinates": [[1.90006, -2.81827, -0.60700], [0.47863, -1.23041, -0.77632], [-1.22887, 0.43083, -1.68191], [-0.37723, -0.85650, -1.78684], [-0.24380, -1.71131, -2.82950], [0.64905, -0.08177, 0.99912], [-0.83261, -1.57670, -3.71963], [0.72157, -2.67194, -2.48853], [1.06615, -3.47605, -3.08825], [1.14803, -2.33683, -1.17991], [-1.88282, 0.69014, -2.64859], [1.03396, 0.62498, 2.82364], [1.75897, 0.15723, 3.51298], [0.05045, 0.20488, 3.08048], [1.02817, 1.71576, 2.97278], [-0.17577, 1.53971, -1.35385], [-2.04043, 0.27854, -0.36831], [0.68302, 1.37675, -0.29185], [-1.39730, 0.04286, 0.81599], [0.11042, 2.70571, -1.94415], [-3.36314, 0.35411, -0.12795], [-0.44651, 3.02071, -2.80540], [-4.04845, 0.52681, -0.94571], [1.16205, 3.31339, -1.26108], [-3.57420, 0.17114, 1.23910], [1.51823, 2.45413, -0.22062], [-2.30909, -0.02696, 1.81094], [1.62373, 4.23740, -1.46703], [-4.50970, 0.18268, 1.74728], [2.25795, 2.49751, 0.56040], [-2.00610, -0.19326, 2.82709], [1.98967, 0.51437, 1.58347], [1.31146, -2.48012, 2.70728], [2.30650, -2.54442, 1.93334], [3.11931, -3.47404, 1.91453], [2.51867, -1.56107, 1.06400]], "forces_ev_per_a": [[0.242, -0.165, 0.340], [0.010, -1.699, -0.696], [0.129, -0.129, 1.025], [0.258, -0.962, -1.442], [-0.105, 1.043, 1.450], [-1.507, -3.509, -2.029], [-0.053, -0.035, -0.118], [0.342, 0.557, 1.559], [0.158, -0.532, -0.323], [-1.122, 0.586, -1.923], [0.173, -0.139, 0.216], [1.737, 1.499, 2.775], [-0.281, 0.236, -0.433], [-0.164, -0.143, 0.231], [-0.045, -0.471, -0.060], [0.660, 0.609, 0.104], [-0.133, -0.066, 0.511], [0.099, 2.566, -1.738], [-1.447, -0.180, -0.075], [-0.489, -1.112, 0.312], [0.482, -0.130, 0.608], [-0.096, 0.170, -0.203], [-0.013, -0.001, 0.152], [1.170, -0.581, 1.663], [0.635, -0.047, -0.192], [-1.086, 0.677, -1.721], [-0.497, 0.440, -1.574], [0.300, 0.866, -0.321], [-0.388, -0.041, 0.211], [0.104, 0.235, -0.115], [-0.118, -0.096, 0.158], [0.732, 0.714, 1.457], [2.013, 0.297, -2.076], [0.267, -1.364, 1.060], [-1.900, 2.301, -0.097], [-0.065, -1.393, 1.302]], "mulliken_charge": [0.573, -0.093, 0.115, 0.174, -0.027, 0.984, 0.499, -0.979, 0.457, -0.108, 0.019, -0.632, 0.417, 0.032, 0.438, 0.011, 0.072, -0.457, -0.270, 0.050, -0.066, 0.526, 0.487, -1.062, -1.088, 0.099, 0.005, 0.480, 0.446, 0.470, 0.436, 0.193, -0.432, 1.057, -0.414, -0.414], "fmax_ev_per_a": 4.3, "homo_ev": [-16.12, -15.66], "e_tot_ev": -31065.6607, "spin_multiplicity": 5, "charge": 2, "homo_lumo_gap_ev": [9.52, 3.46], "relative_energy_kj_mol": 218.3}

***

| no. | molar mass (g/mol) |
| --- | --- |
| 1 | 154.17 |
| 2 | 102.09 |
| 3 | 875.96 |
| 4 | 115.13 |
| 5 | 486.16 |